Record 1
{"formula": "C3H4N2O3", "method": "ωB97M-V/def2-TZVPD", "homo_energy_ev": -9.02, "gap_ev": 9.65, "de_lowest_kj_mol": 351.7, "energy_ha": -451.8458, "smiles": "Nc1cc(=O)n(O)o1", "elements": ["N", "C", "C", "C", "O", "N", "O", "O", "H", "H", "H", "H"], "xyz": [[2.53667, 0.03181, 0.17481], [1.21582, 0.20208, -0.04660], [0.42053, 1.28984, -0.10732], [-0.92880, 0.76454, -0.12971], [-1.94896, 1.30201, 0.19039], [-0.79062, -0.66548, -0.50186], [-1.34409, -1.46405, 0.45471], [0.60676, -0.96036, -0.25927], [3.04858, 0.68851, 0.78900], [2.86795, -0.91926, 0.21525], [0.65737, 2.35761, -0.02470], [-1.55127, -2.25071, -0.07504]], "lowdin_charge": [0.1635, -0.4218, 0.0509, -0.4230, 0.1092, -0.0464, 0.0347, 0.0403, 0.1346, 0.1097, 0.1261, 0.1221]}


Record 2
{"formula": "CH4INO", "method": "ωB97M-V/def2-TZVPD", "homo_energy_ev": -9.03, "gap_ev": 9.51, "de_lowest_kj_mol": 92.7, "energy_ha": -468.0813, "smiles": "C=[NH+][O-].I", "elements": ["C", "N", "O", "H", "H", "H", "I", "H"], "xyz": [[-0.85206, -0.24713, -0.66289], [-1.61916, -0.09325, 0.36959], [-1.37218, -0.36342, 1.55278], [-0.02609, -0.89283, -0.55584], [-1.05788, 0.11039, -1.64620], [-2.60204, 0.34001, 0.17021], [3.73747, -0.20653, 0.11096], [3.79192, 1.35276, 0.66140]], "lowdin_charge": [0.0328, -0.2673, -0.0907, 0.0552, 0.0655, 0.1952, 0.3200, -0.3107]}


Record 3
{"formula": "C7H12Se", "method": "ωB97M-V/def2-TZVPD", "homo_energy_ev": -7.90, "gap_ev": 8.71, "de_lowest_kj_mol": 110.0, "energy_ha": -2675.2473, "smiles": "C1=C[Se]CC1.C=CC", "elements": ["C", "C", "Se", "C", "C", "H", "H", "H", "H", "H", "H", "C", "C", "C", "H", "H", "H", "H", "H", "H"], "xyz": [[-0.25441, 0.74908, -1.05207], [-1.32826, 1.00814, -0.39285], [-2.87502, 0.11765, -1.22403], [-1.68612, -0.67652, -2.55990], [-0.36246, 0.07790, -2.39368], [0.73705, 1.04268, -0.70514], [-1.23488, 1.53487, 0.55795], [-2.33386, -0.66632, -3.56703], [-1.54073, -1.67998, -2.24067], [0.47553, -0.47703, -2.59763], [-0.36128, 0.91678, -3.15530], [0.96841, 1.02928, 2.64977], [0.58378, -0.15217, 2.20005], [1.64228, -1.18272, 1.86591], [2.00092, 1.35465, 2.71409], [0.25468, 1.86445, 2.61944], [-0.45035, -0.31045, 1.95893], [2.70046, -0.77026, 1.86949], [1.43080, -1.60508, 0.86474], [1.63347, -2.17495, 2.58793]], "lowdin_charge": [-0.2623, -0.4116, 0.9065, -0.4734, -0.2710, 0.1121, 0.0572, 0.1091, 0.0308, 0.0692, 0.1318, -0.0371, -0.2668, -0.1340, 0.0557, 0.0529, 0.0787, 0.0801, 0.0537, 0.1184]}


Record 4
{"formula": "CO3S3", "method": "ωB97M-V/def2-TZVPD", "homo_energy_ev": -9.65, "gap_ev": 7.30, "de_lowest_kj_mol": 160.8, "energy_ha": -1458.3032, "elements": ["C", "O", "O", "O", "S", "S", "S"], "xyz": [[-1.30972, -0.06665, 0.08331], [2.01010, 0.08529, 1.12959], [1.29489, -0.06129, -1.24742], [-0.35521, 0.84086, 0.45911], [-2.80447, 0.40960, -0.34015], [-0.73721, -1.72376, 0.09565], [0.99833, -0.11820, 0.09080]], "lowdin_charge": [-1.3630, -0.2624, -0.2532, -0.2656, 0.7187, 0.8103, 0.6152]}


Record 5
{"formula": "C12H11F2N3O2S", "method": "ωB97M-V/def2-TZVPD", "homo_energy_ev": -8.76, "gap_ev": 9.13, "energy_ha": -1376.5397, "smiles": "Cn1cnnc1SCC(=O)c1ccc(OC(F)F)cc1", "elements": ["C", "N", "C", "N", "N", "C", "S", "C", "C", "O", "C", "C", "C", "C", "O", "C", "F", "F", "C", "C", "H", "H", "H", "H", "H", "H", "H", "H", "H", "H", "H"], "xyz": [[-5.08129, -0.86806, 0.95966], [-3.81113, -1.24189, 0.41111], [-3.19706, -2.45871, 0.39108], [-2.04666, -2.38240, -0.20249], [-1.86486, -1.11328, -0.59886], [-2.91966, -0.43330, -0.22979], [-3.19868, 1.25698, -0.49920], [-1.49196, 1.68916, -0.94741], [-0.58242, 1.62986, 0.26926], [-0.95641, 1.96347, 1.36444], [0.80967, 1.19565, -0.01286], [1.08348, 0.05274, -0.76014], [2.39496, -0.32578, -0.98448], [3.42616, 0.44938, -0.47698], [4.76783, 0.11190, -0.75624], [5.32054, -0.82324, 0.01831], [5.30208, -0.49052, 1.33534], [4.67639, -2.01666, -0.04230], [3.16682, 1.57738, 0.28687], [1.85608, 1.94012, 0.52765], [-5.81738, -0.73680, 0.16322], [-4.97991, 0.07519, 1.49858], [-5.42023, -1.64616, 1.64117], [-3.61761, -3.34663, 0.81434], [-1.53075, 2.72145, -1.30051], [-1.16558, 1.03192, -1.74936], [0.27305, -0.57148, -1.10747], [2.61920, -1.21872, -1.54664], [6.36693, -0.97839, -0.28683], [3.98730, 2.15005, 0.68986], [1.63111, 2.80677, 1.13064]], "lowdin_charge": [-0.0350, -0.1091, -0.1589, 0.0206, 0.0065, -0.6303, 0.9913, -0.3684, -0.4311, 0.0950, -0.1547, -0.0060, 0.0182, -0.2225, 0.0640, -0.4688, 0.0876, 0.0862, 0.0113, 0.0000, 0.0978, 0.0875, 0.0955, 0.1200, 0.0959, 0.0741, 0.0885, 0.1245, 0.1738, 0.1246, 0.1218]}


Record 6
{"formula": "C3FLi2O9V", "method": "ωB97M-V/def2-TZVPD", "homo_energy_ev": [2.65, 2.65], "gap_ev": [3.91, 3.77], "total_charge": -3, "energy_ha": -1850.4999, "multiplicity": 4, "elements": ["Li", "Li", "V", "C", "O", "O", "O", "C", "O", "O", "O", "C", "O", "O", "O", "F"], "xyz": [[14.99627, -13.05225, -14.65593], [14.86573, -10.08341, -15.85398], [16.68768, -11.21486, -12.33385], [14.68058, -8.85229, -12.94329], [13.51760, -9.34636, -12.85704], [14.92736, -7.77389, -13.60989], [15.72771, -9.33489, -12.29958], [14.90195, -12.60044, -17.52257], [15.83328, -11.80502, -17.15452], [14.90553, -13.25986, -18.64529], [13.81283, -12.68264, -16.79942], [17.87892, -13.61699, -13.81017], [17.77142, -12.87251, -12.71628], [18.60153, -13.22017, -14.74406], [17.15239, -14.68810, -13.84027], [15.74353, -11.40405, -14.29460]], "lowdin_charge": [0.7200, 0.7694, 1.0642, -0.9939, -0.1446, -0.1958, -0.3022, -1.0352, -0.2140, -0.2345, -0.2769, -0.9771, -0.3127, -0.0785, -0.1843, -0.6038]}